{
  "formula": "C57H57AlN3O3P2S2",
  "method": "ωB97M-V with the def2-TZVPD basis set",
  "total_charge": 0,
  "e_lumo_ev": [0.28, 0.28],
  "molar_mass_g_mol": 985.2,
  "homo_ev": [-6.035, -7.737],
  "multiplicity": 2,
  "s2": 0.75,
  "homo_lumo_gap_ev": [6.3165, 8.0163],
  "e_tot_ha": -4317.8310,
  "elements": ["Al", "C", "N", "C", "P", "C", "C", "C", "C", "C", "C", "C", "C", "C", "C", "C", "C", "C", "C", "C", "C", "C", "C", "P", "C", "C", "C", "C", "C", "C", "C", "C", "C", "C", "C", "C", "H", "H", "H", "H", "H", "H", "H", "H", "H", "H", "H", "H", "H", "H", "H", "H", "H", "H", "H", "H", "H", "H", "H", "H", "H", "H", "H", "H", "H", "C", "C", "C", "C", "C", "C", "C", "S", "O", "O", "N", "C", "C", "C", "C", "C", "N", "H", "H", "H", "H", "H", "H", "H", "H", "H", "H", "H", "C", "C", "C", "C", "C", "C", "C", "C", "C", "C", "C", "C", "O", "H", "H", "H", "H", "H", "H", "H", "H", "H", "H", "H", "H", "H", "H", "H", "H", "H", "S", "C"],
  "coordinates": [[0.90305, 0.71481, 0.19109], [-2.02367, -2.61184, 2.07932], [-0.75900, -3.30022, 1.82307], [-0.26291, -3.24337, 0.46790], [1.02159, -1.88532, 0.16061], [2.36316, -2.58870, 1.19321], [2.31477, -2.35785, 2.56722], [3.26193, -2.91769, 3.41130], [4.26739, -3.71856, 2.89229], [4.31594, -3.96331, 1.52704], [3.36866, -3.40842, 0.68089], [1.57104, -2.36115, -1.52195], [0.83223, -3.16896, -2.38605], [1.31269, -3.46682, -3.65534], [2.53986, -2.97548, -4.07291], [3.28149, -2.16585, -3.22323], [2.79187, -1.84651, -1.96816], [-0.45633, -4.38817, 2.65270], [-1.32591, -4.77590, 3.68197], [-1.01206, -5.83353, 4.52369], [0.16210, -6.54935, 4.36470], [1.02389, -6.18307, 3.34078], [0.72795, -5.12358, 2.50181], [-2.37436, -1.10118, 1.01509], [-3.38478, -0.08626, 2.16416], [-4.40303, 0.70049, 1.62059], [-5.14791, 1.54859, 2.42153], [-4.86853, 1.65229, 3.77729], [-3.83781, 0.90355, 4.32011], [-3.10133, 0.03903, 3.52062], [-3.74501, -1.85181, 0.00746], [-4.94115, -2.30737, 0.56743], [-5.91035, -2.90126, -0.22314], [-5.70923, -3.04041, -1.59282], [-4.52926, -2.59232, -2.16115], [-3.55262, -2.00998, -1.35993], [-2.05002, -2.31155, 3.12379], [-2.85630, -3.30114, 1.90349], [-1.11118, -3.09365, -0.20873], [0.24426, -4.16482, 0.19064], [1.52597, -1.74340, 2.97434], [3.21407, -2.72358, 4.47538], [5.00862, -4.15732, 3.54839], [5.09304, -4.59667, 1.11667], [3.41731, -3.61764, -0.37968], [-0.12500, -3.57337, -2.08227], [0.72696, -4.09430, -4.31580], [2.91433, -3.21648, -5.05969], [4.23675, -1.76725, -3.54166], [3.36345, -1.19310, -1.31881], [-2.26509, -4.26614, 3.83396], [-1.70684, -6.09977, 5.31069], [0.40169, -7.37381, 5.02305], [1.95245, -6.72133, 3.19345], [1.44660, -4.85917, 1.74277], [-4.61628, 0.63890, 0.55932], [-5.95094, 2.13268, 1.98832], [-5.44584, 2.31945, 4.40419], [-3.59308, 0.99471, 5.37101], [-2.29141, -0.52041, 3.96951], [-5.11468, -2.19384, 1.63114], [-6.82743, -3.25878, 0.22812], [-6.47180, -3.49860, -2.20999], [-4.36518, -2.68624, -3.22775], [-2.62378, -1.67434, -1.80717], [-3.53921, 7.58154, -2.03617], [-2.79159, 6.50437, -1.29788], [-1.44464, 6.26678, -1.55296], [-0.74534, 5.30049, -0.84463], [-1.41123, 4.55329, 0.11026], [-2.75562, 4.77146, 0.38473], [-3.43936, 5.74320, -0.32268], [-0.53351, 3.33627, 1.04498], [-1.19428, 3.24942, 2.31195], [0.86787, 3.66274, 1.00628], [-0.66305, 1.90788, 0.25315], [-1.28415, 1.51644, -0.88818], [-2.41027, 2.05162, -1.53137], [-2.83017, 1.46861, -2.70527], [-2.14834, 0.36853, -3.22381], [-1.06371, -0.11055, -2.52580], [-0.63421, 0.43969, -1.38733], [-2.97308, 7.93519, -2.89641], [-3.71991, 8.43466, -1.37914], [-4.50868, 7.21867, -2.37860], [-0.93333, 6.84960, -2.30999], [0.30976, 5.12733, -1.00943], [-3.23629, 4.17813, 1.15382], [-4.48715, 5.92669, -0.11452], [-2.91669, 2.91065, -1.12246], [-3.69230, 1.86733, -3.22517], [-2.45926, -0.10539, -4.14401], [-0.51096, -0.97336, -2.87560], [4.60471, 0.15580, 1.15981], [4.63400, 1.68031, 1.04265], [3.64301, 2.34448, 1.99322], [4.47993, 2.11752, -0.40560], [5.60862, 2.71734, -0.95922], [5.63733, 3.19385, -2.25344], [4.49472, 3.05794, -3.01408], [3.34447, 2.44201, -2.52755], [2.20528, 2.33577, -3.52326], [0.96018, 3.08396, -3.04847], [1.95628, 0.88345, -3.91749], [3.32267, 1.94711, -1.20086], [2.23151, 1.30224, -0.70540], [4.93992, -0.16917, 2.14810], [5.25422, -0.30494, 0.41178], [3.58890, -0.20763, 1.02255], [5.62816, 2.01287, 1.34970], [2.62214, 2.08875, 1.74442], [3.72641, 3.43129, 1.93912], [3.83315, 2.02727, 3.02127], [6.48642, 2.82761, -0.33299], [6.52039, 3.67360, -2.65498], [4.48130, 3.43301, -4.03131], [2.54214, 2.84333, -4.42965], [0.71164, 2.82098, -2.02497], [0.10150, 2.86560, -3.68889], [1.14850, 4.15824, -3.08179], [1.70239, 0.28618, -3.04870], [2.85995, 0.46723, -4.36515], [1.14701, 0.81365, -4.64885], [1.05135, 1.03666, 3.60756], [0.83553, 0.43887, 2.18282]],
  "atomic_forces_ev_per_a": [[-0.783, -0.225, 0.480], [0.003, -0.068, -0.140], [-0.017, 0.382, 0.011], [-0.161, 0.467, 0.182], [0.441, -0.779, -0.432], [0.014, 0.089, 0.040], [0.012, 0.048, -0.028], [0.015, 0.033, -0.018], [-0.019, -0.001, 0.019], [0.032, -0.084, -0.001], [-0.021, 0.042, -0.018], [0.034, 0.076, -0.078], [0.042, 0.009, 0.089], [-0.027, -0.020, -0.044], [0.006, -0.001, 0.002], [0.014, 0.002, 0.018], [-0.075, -0.008, 0.015], [0.020, -0.160, 0.021], [-0.037, 0.064, -0.002], [0.049, -0.016, -0.006], [-0.015, -0.005, 0.028], [-0.032, -0.013, 0.000], [-0.046, -0.060, -0.070], [-0.247, -0.377, 0.123], [0.114, 0.006, -0.014], [0.060, -0.026, -0.054], [-0.029, 0.072, -0.005], [0.013, 0.004, 0.021], [0.034, -0.011, 0.030], [0.026, 0.035, -0.008], [0.169, 0.076, 0.038], [0.020, -0.008, -0.005], [0.000, -0.003, 0.023], [-0.002, 0.026, -0.010], [0.010, -0.006, 0.005], [0.117, -0.061, 0.021], [0.022, 0.046, 0.006], [-0.090, -0.039, 0.162], [0.142, -0.038, -0.125], [-0.045, -0.114, 0.001], [-0.020, 0.005, 0.061], [-0.030, -0.013, -0.013], [-0.003, 0.013, -0.003], [-0.010, 0.019, 0.001], [0.030, -0.029, 0.067], [0.008, -0.024, -0.016], [0.002, 0.007, 0.013], [-0.003, -0.003, 0.014], [-0.023, 0.004, 0.000], [0.041, 0.042, -0.001], [0.021, 0.000, 0.015], [-0.007, 0.008, -0.014], [0.000, 0.010, -0.009], [-0.005, 0.018, -0.007], [0.027, 0.002, -0.041], [-0.047, -0.005, 0.007], [0.023, 0.001, -0.018], [0.002, 0.002, -0.005], [-0.015, -0.008, -0.018], [0.054, 0.034, 0.004], [-0.012, 0.017, 0.009], [-0.001, 0.017, -0.005], [0.002, 0.008, 0.011], [0.006, -0.038, 0.008], [-0.208, -0.069, 0.089], [0.039, -0.040, 0.056], [-0.016, -0.001, -0.060], [-0.031, 0.005, -0.002], [0.035, -0.076, 0.000], [0.060, -0.057, 0.008], [0.012, 0.025, 0.109], [0.042, 0.003, -0.011], [-0.265, 0.216, -0.158], [-0.104, -0.155, 0.073], [-0.088, 0.001, -0.003], [0.650, 0.097, 0.090], [-0.176, 0.145, -0.184], [-0.019, 0.007, 0.048], [0.112, -0.102, -0.015], [-0.017, 0.130, -0.126], [0.280, 0.031, 0.028], [0.047, 0.386, -0.053], [-0.023, -0.002, -0.013], [-0.012, 0.004, -0.016], [0.000, 0.022, -0.020], [-0.001, 0.014, 0.026], [-0.007, 0.015, -0.030], [-0.034, 0.051, -0.006], [0.007, -0.011, 0.013], [-0.036, -0.075, -0.009], [-0.001, 0.011, 0.014], [0.019, -0.018, 0.016], [0.079, 0.028, -0.038], [0.048, 0.105, 0.101], [-0.197, -0.190, -0.056], [0.226, 0.122, -0.159], [0.075, 0.054, 0.124], [-0.027, 0.106, 0.002], [-0.042, 0.021, -0.006], [0.041, -0.020, 0.027], [-0.020, -0.010, -0.070], [-0.139, -0.066, 0.217], [0.012, -0.083, -0.101], [-0.109, 0.133, -0.053], [0.209, 0.036, 0.089], [0.237, -0.009, -0.338], [-0.064, 0.000, 0.001], [-0.034, -0.040, 0.006], [-0.040, -0.123, -0.042], [0.059, -0.047, -0.075], [0.038, 0.089, 0.026], [0.012, -0.004, 0.027], [-0.011, 0.013, -0.034], [-0.010, -0.012, 0.006], [0.008, -0.020, 0.007], [-0.004, -0.013, 0.004], [0.045, 0.028, 0.000], [-0.062, -0.022, 0.104], [-0.036, 0.016, 0.019], [-0.039, 0.020, 0.031], [-0.074, -0.098, 0.085], [-0.021, -0.053, 0.013], [-0.027, -0.030, 0.005], [-0.239, -0.367, -0.080], [0.036, 0.436, -0.042]]
}